<w>
Below is a molecular structure, C5H10S, with properties calculated with wB97M-V/def2-TZVPD.

The gap between HOMO and LUMO (alpha / beta) is 7.263 / 6.324 eV. The highest occupied orbital energy (alpha / beta) comes out at -7.28 / -6.74 eV.

CARTESIAN COORDINATES (ANGSTROEM)
C -0.44784 -1.15895 0.65330
C -0.55039 1.41686 0.44714
C -1.68744 -0.70224 -0.19049
C -1.70185 0.84407 -0.33550
C 2.70829 -0.25137 -0.39975
S 0.58969 0.11578 0.67081
H 0.08744 -1.98923 0.31209
H 0.01304 2.31696 0.19514
H -1.83630 -1.12360 -1.21994
H -2.50468 -1.27345 0.41370
H -2.56298 1.33163 0.24137
H -1.64856 1.00906 -1.40655
H 2.27576 -1.15452 -0.71647
H 2.85503 0.58832 -1.11529
H 3.47908 -0.27945 0.44659
H 0.93171 0.31012 2.00387

<x>
Below is a single C5H10S molecule, with properties calculated with wB97M-V/def2-TZVPD.

The gap between HOMO and LUMO is 9.889 eV. The highest occupied orbital energy comes out at -8.96 eV. The SMILES is CC(C)=CCS.

CARTESIAN COORDINATES (ANGSTROEM)
C 0.89239 1.35648 0.52385
C 1.25003 -0.07581 0.01502
C 2.69490 -0.20283 -0.47108
C 0.42709 -1.08492 0.10537
C -1.01193 -0.91459 0.55589
S -2.13584 0.27020 -0.37510
H 1.67555 1.76753 1.13841
H 0.82046 1.99592 -0.35045
H -0.03509 1.41762 1.11335
H 2.81668 0.30977 -1.48442
H 3.02688 -1.24352 -0.63575
H 3.32932 0.28928 0.34410
H 0.81290 -2.14323 0.00352
H -1.69510 -1.79656 0.56806
H -0.91414 -0.60135 1.59560
H -1.17893 1.21137 -0.66515

<y>
Below is a single C5H10S molecule, with properties calculated with wB97M-V/def2-TZVPD.

The gap between HOMO and LUMO is 8.665 eV. The highest occupied orbital energy comes out at -7.66 eV. The SMILES is CSC=C(C)C.

CARTESIAN COORDINATES (ANGSTROEM)
C -2.27185 1.79536 1.12279
S -1.77641 0.13609 0.45449
C -0.25316 0.42982 -0.16262
C 0.59975 -0.53553 -0.40409
C 0.44591 -1.95980 -0.06014
C 1.94195 -0.18753 -1.02006
H -1.87710 2.52892 0.41565
H -1.85663 1.88886 2.16884
H -3.33248 1.78447 1.21536
H -0.00865 1.44033 -0.40381
H 1.06062 -2.23481 0.83316
H 0.94317 -2.53356 -0.88771
H -0.54090 -2.29220 0.09124
H 2.19023 -0.72071 -1.87462
H 2.01946 0.91013 -1.20147
H 2.71611 -0.44984 -0.28701

Least stable: <w>

<w>
Below is a single C17H29N3O5 molecule, with properties calculated with wB97M-V/def2-TZVPD.

The gap between HOMO and LUMO is 9.936 eV. The highest occupied orbital energy comes out at -9.38 eV. The SMILES is CC(C)CCNC(=O)NC(=O)COC(=O)CNC(=O)C1CCCCC1.

CARTESIAN COORDINATES (ANGSTROEM)
C 0.74151 3.70546 2.97548
C 1.83932 2.77153 3.47891
C 2.76366 3.51215 4.44414
C 1.26122 1.53451 4.17592
C 0.38810 0.66314 3.27004
N 1.10614 0.21346 2.10247
C 0.79649 0.62716 0.86967
O -0.13516 1.34084 0.57243
N 1.66074 0.16274 -0.15628
C 2.75903 -0.61195 -0.04026
O 3.27655 -0.94437 1.00697
C 3.37079 -1.02522 -1.38915
O 2.59174 -2.02495 -2.03824
C 1.51230 -1.62300 -2.70646
O 1.22428 -0.46868 -2.91546
C 0.79622 -2.80414 -3.36292
N -0.59745 -2.75854 -2.97725
C -0.89262 -2.30561 -1.74234
O 0.01999 -1.98660 -0.99605
C -2.34693 -2.23626 -1.31741
C -2.55075 -0.94550 -0.51129
C -2.46794 0.27207 -1.42512
C -3.52536 0.19263 -2.51997
C -3.32220 -1.07344 -3.34728
C -3.37778 -2.30705 -2.44661
H 1.18091 4.61954 2.58222
H 0.06661 3.97211 3.78665
H 0.16826 3.24049 2.17833
H 2.43251 2.43864 2.61999
H 3.55948 2.85893 4.79573
H 3.21776 4.37060 3.95479
H 2.20380 3.86694 5.30730
H 0.65971 1.84886 5.03138
H 2.08771 0.92647 4.55255
H -0.48262 1.21841 2.91806
H 0.04284 -0.21118 3.83285
H 1.94383 -0.34570 2.22264
H 1.30342 0.35241 -1.09061
H 4.34456 -1.48281 -1.20733
H 3.46491 -0.14787 -2.03988
H 0.87671 -2.70310 -4.44678
H 1.27517 -3.73196 -3.03190
H -1.30440 -3.03245 -3.63663
H -2.49299 -3.09372 -0.64670
H -1.78201 -0.87424 0.25783
H -3.52713 -0.97710 -0.02306
H -1.47498 0.31555 -1.87585
H -2.59372 1.17738 -0.83190
H -3.46221 1.06966 -3.16620
H -4.52056 0.17883 -2.06846
H -2.35427 -1.00890 -3.84815
H -4.09475 -1.14972 -4.11650
H -3.26320 -3.22520 -3.03041
H -4.36724 -2.35128 -1.98395

<x>
Below is 3 unconnected molecules or ions with the total composition C17H29N3O5, with properties calculated with wB97M-V/def2-TZVPD.

The gap between HOMO and LUMO is 10.399 eV. The highest occupied orbital energy comes out at -9.95 eV. The SMILES is C#C[C@](C#N)(CCCC(=O)OCC)[C@](O)(C#N)CN.CCO.CCO.

CARTESIAN COORDINATES (ANGSTROEM)
C -0.19640 2.62689 2.48638
C -0.83493 1.77294 1.95119
C -1.71101 0.86503 1.20167
C -1.15813 -0.49538 1.33322
N -0.68463 -1.53735 1.29909
C -1.77377 1.30158 -0.28426
C -0.53367 1.99727 -0.83371
C 0.73525 1.14178 -0.84527
C 1.89122 1.78801 -0.10350
O 1.96513 2.96585 0.06762
O 2.93533 0.98407 0.32177
C 2.58194 0.23036 1.50542
C 2.88366 1.01549 2.77859
C -3.13594 0.90625 1.90469
O -3.49056 2.23034 2.21543
C -3.04205 0.14964 3.17705
N -2.94329 -0.40549 4.17279
C -4.24872 0.29413 1.05339
N -3.76080 -0.84979 0.31084
H 0.49016 3.39839 2.72586
H -2.61211 1.99066 -0.35421
H -1.99234 0.42108 -0.87324
H -0.76711 2.22207 -1.87256
H -0.37171 2.95890 -0.36496
H 1.09738 1.02441 -1.86430
H 0.59985 0.13067 -0.46898
H 1.51657 0.00961 1.48124
H 3.10985 -0.71456 1.47042
H 3.00711 2.06822 2.55606
H 3.75750 0.62999 3.29264
H 2.04922 0.89904 3.46470
H -3.35236 2.39904 3.15066
H -5.04903 0.00149 1.73797
H -4.68006 1.06185 0.42162
H -4.33881 -1.09930 -0.47406
H -3.59354 -1.64709 0.90820
C -0.66460 -3.51714 -1.80277
C -2.10447 -3.52078 -1.32335
O -2.19733 -3.87666 0.05331
H -0.21557 -4.49955 -1.65673
H -0.60205 -3.25634 -2.86079
H -0.07086 -2.79769 -1.23426
H -2.69184 -4.25050 -1.87945
H -2.55788 -2.53325 -1.47183
H -1.67873 -3.23755 0.55908
C 5.18372 -0.09690 -3.08122
C 3.69168 -0.08453 -3.35573
O 2.96365 -0.78036 -2.34972
H 5.54744 -1.12277 -3.01779
H 5.73265 0.42230 -3.86846
H 5.40254 0.39070 -2.12875
H 3.47100 -0.58476 -4.29761
H 3.32754 0.94799 -3.42569
H 3.11390 -0.33832 -1.50772

Least stable: <x>

<w>
Below is a single C2H7OPS2 molecule, with properties calculated with wB97M-V/def2-TZVPD.

The gap between HOMO and LUMO is 9.476 eV. The highest occupied orbital energy comes out at -9.02 eV. The SMILES is CO[P@@](C)(=S)S.

CARTESIAN COORDINATES (ANGSTROEM)
C -1.25474 -1.38193 0.86098
O -0.45665 -0.95213 -0.18293
P 0.02298 0.58923 -0.09128
C 1.07723 0.62962 -1.59966
S -1.60714 1.66248 0.08066
S 1.57168 0.58863 1.40475
H -0.95422 -0.83670 1.69102
H -0.97872 -2.38999 0.98627
H -2.37492 -1.23405 0.50302
H 2.06593 0.79196 -1.18596
H 1.01488 -0.41821 -1.94220
H 0.68649 1.13387 -2.47706
H 1.18720 1.81721 1.95238

<x>
Below is a single C2H7OPS2 molecule, with properties calculated with wB97M-V/def2-TZVPD.

The gap between HOMO and LUMO is 9.404 eV. The highest occupied orbital energy comes out at -8.90 eV. The SMILES is CO[P@@](C)(=S)S.

CARTESIAN COORDINATES (ANGSTROEM)
C 1.14203 -0.35064 1.58230
O 0.49754 0.53655 0.67964
P -0.13640 -0.11906 -0.73754
C -0.95469 1.43220 -1.47645
S 1.21332 -1.00398 -1.79459
S -1.70999 -1.41595 0.00780
H 1.11003 0.03990 2.59872
H 2.13601 -0.51033 1.24651
H 0.63115 -1.39922 1.60097
H -1.27796 1.97432 -0.52019
H -0.06791 1.87707 -1.85347
H -1.78084 1.00038 -2.09233
H -0.80229 -2.06123 0.75865

Least stable: <w>

<w>
Below is a molecular structure, C27H42BaN5O5SSi2Te, with properties calculated with wB97M-V/def2-TZVPD.

The gap between HOMO and LUMO is 7.241 eV. As for the charge: -1. The highest occupied orbital energy comes out at -5.28 eV.

CARTESIAN COORDINATES (ANGSTROEM)
Ba 0.90638 -0.61974 0.14639
O -0.24452 -0.37466 3.65371
C 0.50281 -1.36550 4.33968
C 1.46113 -2.16495 3.45825
N 2.19365 -1.34496 2.50845
C 2.87030 -0.19384 3.09292
C 3.36204 0.83972 2.05535
O 4.52464 1.23080 2.14106
O 2.48105 1.21403 1.20422
C 3.07409 -2.14182 1.65496
C 2.41672 -3.18495 0.64874
O 2.25746 -4.32105 1.08752
O 2.18193 -2.76555 -0.53325
H -0.83598 -0.80302 3.01487
H -0.15886 -2.07580 4.84820
H 1.05766 -0.83405 5.11436
H 0.90681 -2.91646 2.89223
H 2.15017 -2.70127 4.13560
H 3.71807 -0.49470 3.72430
H 2.13949 0.34153 3.69960
H 3.75567 -2.74120 2.27468
H 3.67565 -1.44054 1.07132
N -2.74846 -3.54068 -0.68004
C -2.25354 -2.33565 -0.26215
S -1.72787 -2.25519 1.37663
N -2.29688 -1.39718 -1.18970
N -1.72904 -0.21725 -0.86911
C -2.02019 0.79631 -1.61055
C -3.02361 0.77952 -2.70597
C -4.30741 0.27227 -2.51146
C -5.23172 0.28824 -3.54324
C -4.88569 0.79731 -4.78851
C -3.60853 1.29706 -4.99436
C -2.68742 1.29332 -3.95736
C -1.29300 2.05396 -1.32418
C -1.85651 3.30049 -1.59500
C -1.14970 4.44306 -1.26249
C 0.09405 4.32189 -0.66540
C 0.58738 3.04667 -0.43018
N -0.08021 1.94432 -0.76771
H -2.46613 -4.32655 -0.11941
H -2.78729 -3.67348 -1.67892
H -4.56896 -0.14094 -1.54743
H -6.22701 -0.10505 -3.37824
H -5.60890 0.80145 -5.59442
H -3.32854 1.68964 -5.96404
H -1.68985 1.68619 -4.11693
H -2.83716 3.35998 -2.04626
H -1.57551 5.41965 -1.45779
H 0.67406 5.18944 -0.38118
H 1.54626 2.87996 0.05248
C 6.21250 -1.56954 -3.65086
Si 4.54328 -2.31793 -4.08365
C 4.13166 -3.71482 -2.91511
C 4.61932 -2.96229 -5.85642
C 3.22051 -0.97313 -4.07960
Te 3.10741 0.17388 -2.27270
C 2.79460 2.09484 -3.19875
Si 4.21197 3.26619 -2.79485
C 5.83755 2.55387 -3.41020
C 3.90399 4.89706 -3.69416
C 4.24080 3.56759 -0.94859
H 6.98458 -2.34141 -3.60589
H 6.17420 -1.08013 -2.67591
H 6.52336 -0.82778 -4.39097
H 4.64158 -4.63497 -3.20950
H 3.05873 -3.90859 -2.87613
H 4.42609 -3.47253 -1.89315
H 5.37995 -3.74211 -5.94539
H 4.87680 -2.16420 -6.55687
H 3.66532 -3.39235 -6.16950
H 2.23980 -1.40074 -4.29188
H 3.44164 -0.25218 -4.87049
H 1.85605 2.48860 -2.80369
H 2.64534 1.91815 -4.26483
H 5.81307 2.39266 -4.49152
H 6.05356 1.59967 -2.92781
H 6.66430 3.23441 -3.19333
H 3.87008 4.74765 -4.77627
H 4.69444 5.62094 -3.48174
H 2.95415 5.34144 -3.38691
H 4.24180 2.65040 -0.35213
H 3.35870 4.14164 -0.65007
H 5.11956 4.14455 -0.65069

<x>
Below is a molecular structure, C27H42BaN5O5SSi2Te, with properties calculated with wB97M-V/def2-TZVPD.

The gap between HOMO and LUMO is 6.948 eV. As for the charge: -1. The highest occupied orbital energy comes out at -5.04 eV.

CARTESIAN COORDINATES (ANGSTROEM)
Ba 1.56029 -1.19205 0.45835
O 2.91570 2.04534 1.17609
C 4.20355 2.08759 0.58231
C 4.26828 1.38512 -0.76387
N 3.90240 -0.03383 -0.78196
C 4.79378 -0.86221 0.04345
C 4.65894 -0.64736 1.57553
O 5.69092 -0.65859 2.23420
O 3.46706 -0.47941 2.02622
C 3.88313 -0.51110 -2.17513
C 2.79667 -1.54566 -2.57669
O 3.14034 -2.40719 -3.38007
O 1.61827 -1.34813 -2.12017
H 2.92841 1.24868 1.74320
H 4.95449 1.69759 1.27205
H 4.44988 3.13928 0.40588
H 5.28836 1.52261 -1.16586
H 3.58215 1.89790 -1.44335
H 5.84861 -0.71174 -0.21985
H 4.57364 -1.91738 -0.17073
H 4.85862 -0.89940 -2.48539
H 3.66589 0.34703 -2.81813
N 1.16307 -6.14432 2.32595
C 1.04485 -4.85434 1.89255
S 2.30694 -4.25153 0.92369
N -0.11637 -4.31873 2.26870
N -0.27040 -3.00057 2.05838
C -1.48723 -2.58880 2.25206
C -2.60608 -3.52291 2.57430
C -2.74486 -4.08686 3.83947
C -3.82133 -4.90931 4.12685
C -4.77267 -5.18493 3.15138
C -4.63897 -4.63273 1.88740
C -3.56127 -3.80241 1.60375
C -1.77595 -1.14267 2.26562
C -3.00759 -0.67194 2.74123
C -3.21984 0.68753 2.85691
C -2.20587 1.56554 2.50295
C -1.03124 1.02133 2.01251
N -0.81529 -0.28492 1.88316
H 1.85678 -6.71743 1.88165
H 0.32701 -6.57327 2.68672
H -1.99229 -3.88507 4.59095
H -3.91864 -5.34274 5.11467
H -5.61229 -5.83059 3.37717
H -5.37192 -4.84672 1.11947
H -3.45472 -3.36840 0.61631
H -3.77336 -1.37717 3.02926
H -4.16518 1.05799 3.23394
H -2.31664 2.63705 2.59454
H -0.21627 1.66861 1.70325
C -1.24327 -0.32781 -4.21758
Si -2.15800 -0.19511 -2.59508
C -1.72592 -1.65825 -1.51873
C -4.01711 -0.13487 -2.87738
C -1.70424 1.41309 -1.71582
Te 0.39477 1.72323 -1.46460
C 0.17263 3.51965 -0.29796
Si 0.55039 5.06014 -1.28579
C -0.63271 5.18814 -2.73598
C 0.34055 6.57137 -0.18495
C 2.32271 4.98606 -1.88679
H -1.59286 -1.19267 -4.78635
H -0.17529 -0.47264 -4.03246
H -1.37223 0.56395 -4.83557
H -2.21440 -2.56428 -1.88801
H -2.02589 -1.51418 -0.47906
H -0.65119 -1.84895 -1.57828
H -4.36947 -1.04981 -3.35921
H -4.29813 0.70876 -3.51195
H -4.54925 -0.03228 -1.92824
H -2.14411 1.40331 -0.71444
H -2.09713 2.27484 -2.25881
H 0.85651 3.40638 0.54648
H -0.85327 3.50998 0.07798
H -1.67032 5.22012 -2.39452
H -0.52031 4.32714 -3.39823
H -0.44635 6.09219 -3.32023
H -0.68917 6.66248 0.16873
H 0.59350 7.49152 -0.71697
H 0.98827 6.50207 0.69192
H 2.47971 4.12422 -2.53945
H 3.01420 4.90001 -1.04511
H 2.58567 5.88545 -2.44837

Least stable: <w>

<w>
Below is 2 unconnected molecules or ions with the total composition C3Cl5FN4, with properties calculated with wB97M-V/def2-TZVPD.

The gap between HOMO and LUMO is 9.711 eV. The highest occupied orbital energy comes out at -10.09 eV.

CARTESIAN COORDINATES (ANGSTROEM)
C -1.78471 -0.61357 -0.14998
C 1.09082 0.96375 0.42552
C 2.31525 -0.59704 -0.13974
N -2.05632 0.52867 -0.79716
N -0.54405 -0.57988 0.36424
N -1.00471 1.19406 -0.78566
N -0.14594 0.55024 -0.05524
F -2.67799 -1.41402 0.22212
Cl 1.20657 0.77176 2.09936
Cl 1.85274 2.44510 -0.21741
Cl 1.39358 -1.23704 -1.57322
Cl 2.26732 -1.80122 1.08086
Cl 3.92266 0.03092 -0.39222

<x>
Below is 2 unconnected molecules or ions with the total composition C3Cl5FN4, with properties calculated with wB97M-V/def2-TZVPD.

The gap between HOMO and LUMO (alpha / beta) is 5.339 / 6.053 eV. The highest occupied orbital energy (alpha / beta) comes out at -8.89 / -9.36 eV.

CARTESIAN COORDINATES (ANGSTROEM)
C 0.21892 2.35849 -0.30696
C -0.58565 -0.84524 0.21905
C 0.58371 -1.53095 0.78638
N -1.07066 2.34869 -0.67818
N 0.61154 1.18672 0.09327
N -1.48016 1.19057 -0.58747
N -0.47877 0.46406 -0.02852
F 1.01213 3.32478 -0.55385
Cl 0.11313 -1.52200 -2.56744
Cl -2.03817 -1.61431 0.13101
Cl 0.75395 -0.85927 2.43950
Cl 2.05770 -1.22065 -0.05576
Cl 0.30235 -3.28089 1.10897

Least stable: <x>

<w>
Below is a single C6H10O5 molecule, with properties calculated with wB97M-V/def2-TZVPD.

The gap between HOMO and LUMO (alpha / beta) is 8.263 / 7.040 eV. The highest occupied orbital energy (alpha / beta) comes out at -7.67 / -6.70 eV.

CARTESIAN COORDINATES (ANGSTROEM)
C 0.17395 -1.20694 -0.65205
C -1.16278 -0.26395 -0.96971
C 1.53432 -0.57251 -0.31985
C -1.59289 0.75636 0.11733
C -0.74816 1.22373 1.15718
C 1.67579 -0.14898 1.17924
O -1.82752 0.33723 1.44542
O -2.63970 1.60106 -0.36373
O -0.83288 2.56894 1.61866
O 2.55878 0.79708 1.56261
O 1.56948 -1.17634 2.07939
H -0.13592 -2.01006 0.06086
H 0.48040 -1.75044 -1.51944
H -1.11225 0.38890 -1.73749
H -1.95984 -1.01137 -1.12690
H 2.31109 -1.30860 -0.38211
H 1.63305 0.35908 -0.92864
H -3.12046 0.99715 -1.00036
H -1.38292 2.48299 2.44731
H 2.31572 1.53294 0.95857
H 1.66500 -0.88144 2.99184

<x>
Below is a single C6H10O5 molecule, with properties calculated with wB97M-V/def2-TZVPD.

The gap between HOMO and LUMO is 10.051 eV. The highest occupied orbital energy comes out at -9.62 eV. The SMILES is O[C@@H]1[C@H](O)[C@@H](O)[C@@H]2O[C@H]2[C@H]1O.

CARTESIAN COORDINATES (ANGSTROEM)
O -1.97186 -0.95646 -0.72741
C -1.06577 -0.69277 0.26560
C -0.59127 0.84270 0.26071
O -1.72077 1.57321 -0.20091
C 0.59495 1.20467 -0.59993
O 0.81541 2.63713 -0.32475
C 1.48664 0.03790 -0.15560
O 2.17262 -1.04181 -0.93389
C 0.90001 -1.18686 -0.65134
C -0.02216 -1.57920 0.40465
O 0.40373 -1.51683 1.83528
H -2.37276 -0.05944 -1.09998
H -1.45380 -0.62386 1.28040
H -0.42506 1.17124 1.30424
H -1.63132 2.54446 -0.07649
H 0.41048 1.00129 -1.60709
H 1.95544 2.81948 -0.53821
H 1.74758 -0.25800 0.92671
H 0.20979 -1.03352 -1.48118
H -0.37501 -2.56683 0.24314
H 0.93313 -2.31650 1.87605

Least stable: <x>